1.
{
  "formula": "C4H11NO",
  "method": "ωB97M-V/def2-TZVPD",
  "de_lowest_kcal_mol": 41.9,
  "smiles": "CC(C)=CN.O",
  "total_energy_ev": -7862.737,
  "elements": ["C", "C", "C", "N", "C", "H", "H", "H", "H", "H", "H", "H", "H", "H", "H", "H", "O"],
  "xyz": [[2.06, -0.70, 0.31], [0.78, 0.12, 0.30], [-0.02, 0.26, -0.80], [0.01, -0.43, -2.02], [0.35, 0.68, 1.59], [2.96, -0.20, -0.02], [2.36, -1.05, 1.36], [1.92, -1.63, -0.25], [-0.82, 0.97, -0.79], [-0.81, -0.36, -2.69], [0.62, -1.17, -2.26], [1.19, 1.01, 2.22], [-0.50, 1.36, 1.66], [-0.23, -0.15, 2.13], [-1.90, -0.40, 0.51], [-2.76, 0.51, -0.35], [-2.64, 0.25, 0.52]]
}


2.
{
  "formula": "C4H11NO",
  "method": "ωB97M-V/def2-TZVPD",
  "de_lowest_kcal_mol": 58.1,
  "smiles": "C=NCCC.O",
  "total_energy_ev": -7862.036,
  "elements": ["C", "C", "C", "C", "N", "H", "H", "H", "H", "H", "H", "H", "H", "H", "H", "H", "O"],
  "xyz": [[-1.93, 1.18, -2.02], [-1.09, -0.05, -1.84], [-0.75, -0.23, -0.35], [1.66, 0.14, -0.30], [0.54, 0.20, 0.29], [-2.48, 1.21, -2.91], [-2.60, 1.41, -1.18], [-1.28, 2.07, -2.06], [-0.34, -0.09, -2.58], [-1.77, -0.90, -2.04], [-0.88, -1.34, -0.11], [-1.32, 0.48, 0.24], [1.78, -0.24, -1.35], [2.54, 0.61, 0.26], [1.47, -0.16, 3.52], [1.76, -1.76, 3.00], [1.50, -1.12, 3.79]]
}


3.
{
  "formula": "C4H11NO",
  "method": "ωB97M-V/def2-TZVPD",
  "de_lowest_kcal_mol": 32.3,
  "smiles": "COCCCN",
  "total_energy_ev": -7863.154,
  "elements": ["O", "N", "C", "C", "C", "C", "H", "H", "H", "H", "H", "H", "H", "H", "H", "H", "H"],
  "xyz": [[0.36, 1.44, -0.07], [-0.07, -2.13, 1.09], [1.64, 1.91, -0.49], [-0.09, 0.33, -0.84], [-0.95, -0.98, 1.21], [-1.25, -0.37, -0.16], [-0.47, -2.75, 0.39], [0.86, -1.86, 0.83], [1.73, 1.83, -1.58], [1.65, 2.97, -0.22], [2.42, 1.37, 0.04], [0.74, -0.39, -1.06], [-0.43, 0.77, -1.79], [-0.49, -0.19, 1.83], [-1.87, -1.27, 1.63], [-2.03, 0.40, 0.03], [-1.71, -1.09, -0.85]]
}


4.
{
  "formula": "C4H11NO",
  "method": "ωB97M-V/def2-TZVPD",
  "de_lowest_kcal_mol": 13.4,
  "smiles": "C[C@H](N)[C@@H](C)O",
  "total_energy_ev": -7863.973,
  "elements": ["C", "C", "C", "C", "O", "N", "H", "H", "H", "H", "H", "H", "H", "H", "H", "H", "H"],
  "xyz": [[0.74, 0.10, -1.47], [0.81, 0.22, 0.05], [-0.53, -0.06, 0.72], [-1.63, 0.94, 0.38], [-0.93, -1.40, 0.39], [1.79, -0.70, 0.64], [0.56, -0.93, -1.75], [-0.05, 0.71, -1.90], [1.68, 0.40, -1.93], [1.06, 1.25, 0.30], [-0.36, 0.00, 1.79], [-1.40, 1.91, 0.86], [-1.72, 1.09, -0.70], [-2.57, 0.59, 0.78], [-1.40, -1.75, 1.16], [1.37, -1.62, 0.62], [2.60, -0.76, 0.04]]
}


5.
{
  "formula": "C4H11NO",
  "method": "ωB97M-V/def2-TZVPD",
  "de_lowest_kcal_mol": 88.9,
  "charge": 1,
  "multiplicity": 2,
  "s2": 0.755,
  "total_energy_ev": -7852.486,
  "elements": ["C", "N", "C", "C", "C", "H", "H", "H", "H", "H", "H", "H", "H", "H", "H", "H", "O"],
  "xyz": [[0.78, -0.18, 2.12], [0.62, 0.08, 0.68], [-0.59, -0.41, 0.06], [-1.49, -1.21, -2.10], [-0.50, -0.54, -1.39], [0.53, -1.22, 2.38], [1.82, -0.04, 2.38], [0.09, 0.43, 2.70], [1.41, -0.38, 0.24], [-1.43, 0.26, 0.29], [-0.95, -1.33, 0.56], [-2.09, -0.76, -2.89], [-1.66, -2.26, -1.88], [0.51, -0.33, -1.79], [0.69, 1.92, -0.26], [0.93, 3.32, -0.82], [1.34, 2.64, -0.28]]
}


6.
{
  "formula": "C4H11NO",
  "method": "ωB97M-V/def2-TZVPD",
  "de_lowest_kcal_mol": 52.9,
  "charge": 1,
  "multiplicity": 2,
  "s2": 0.755,
  "total_energy_ev": -7854.049,
  "elements": ["C", "O", "C", "C", "C", "N", "H", "H", "H", "H", "H", "H", "H", "H", "H", "H", "H"],
  "xyz": [[1.64, 0.28, 0.48], [1.99, 0.86, 1.68], [0.19, -0.29, 0.38], [-0.29, -0.48, -1.06], [-1.79, -0.75, -1.05], [-0.74, 0.68, 1.04], [1.81, 0.90, -0.41], [2.32, -0.55, 0.22], [2.47, 1.69, 1.61], [0.12, -1.23, 0.93], [-0.25, 0.46, -1.61], [0.30, -1.19, -1.64], [-1.99, -1.21, -2.05], [-2.31, 0.22, -1.10], [-2.30, -1.48, -0.43], [-0.50, 1.67, 0.98], [-0.67, 0.42, 2.03]]
}


7.
{
  "formula": "C4H11NO",
  "method": "ωB97M-V/def2-TZVPD",
  "de_lowest_kcal_mol": 50.9,
  "charge": 1,
  "multiplicity": 2,
  "s2": 0.754,
  "total_energy_ev": -7854.134,
  "elements": ["C", "N", "C", "C", "C", "H", "H", "H", "H", "H", "H", "H", "H", "H", "H", "H", "O"],
  "xyz": [[0.29, -0.26, 2.30], [0.56, -0.27, 0.89], [-0.20, -1.17, 0.00], [-1.49, -0.48, -1.99], [-0.31, -0.63, -1.41], [0.12, -1.28, 2.65], [1.10, 0.21, 2.83], [-0.68, 0.20, 2.50], [1.56, -0.28, 0.72], [-1.20, -1.24, 0.42], [0.29, -2.15, 0.11], [-1.48, -0.34, -3.06], [-2.39, -0.42, -1.39], [0.62, -0.51, -1.95], [0.44, 1.71, 0.41], [0.32, 2.95, -0.46], [0.94, 2.25, -0.20]]
}


8.
{
  "formula": "C4H11NO",
  "method": "ωB97M-V/def2-TZVPD",
  "de_lowest_kcal_mol": 63.9,
  "charge": 1,
  "multiplicity": 2,
  "s2": 0.757,
  "total_energy_ev": -7853.570,
  "elements": ["C", "C", "C", "N", "C", "O", "H", "H", "H", "H", "H", "H", "H", "H", "H", "H", "H"],
  "xyz": [[0.00, -0.40, 1.56], [-0.12, 0.75, 0.53], [-1.48, 0.97, 0.00], [0.77, 0.59, -0.64], [0.56, -0.53, -1.56], [1.02, -1.83, -0.94], [1.03, -0.76, 1.58], [-0.25, 0.05, 2.52], [-0.71, -1.18, 1.44], [0.33, 1.74, 1.03], [-1.23, 1.53, -0.98], [-1.96, 0.03, -0.37], [-2.16, 1.57, 0.60], [1.74, 0.49, -0.34], [-0.44, -0.95, -1.86], [1.23, -0.32, -2.38], [1.67, -1.77, -0.20]]
}


9.
{
  "formula": "C4H11NO",
  "method": "ωB97M-V/def2-TZVPD",
  "de_lowest_kcal_mol": 18.2,
  "charge": 1,
  "multiplicity": 2,
  "s2": 0.764,
  "total_energy_ev": -7855.554,
  "elements": ["C", "C", "C", "N", "C", "H", "H", "H", "H", "H", "H", "H", "H", "H", "H", "H", "O"],
  "xyz": [[-0.07, -1.84, 1.19], [-0.14, -0.47, 0.66], [0.96, 0.37, 0.80], [0.97, 1.62, 0.39], [0.02, 2.22, -0.54], [-1.05, -2.29, 1.16], [0.42, -2.53, 0.48], [0.39, -1.96, 2.17], [-0.97, -0.20, 0.04], [1.86, 0.08, 1.33], [1.82, 2.15, 0.57], [0.25, 1.94, -1.57], [-0.99, 1.97, -0.25], [0.05, 3.29, -0.36], [-1.43, -2.21, -2.05], [-0.81, -0.83, -1.67], [-1.28, -1.31, -2.35]]
}


10.
{
  "formula": "C4H11NO2",
  "method": "ωB97M-V/def2-TZVPD",
  "de_lowest_kcal_mol": 324.4,
  "total_energy_ev": -9898.174,
  "elements": ["C", "C", "N", "C", "C", "O", "H", "H", "H", "H", "H", "H", "H", "H", "H", "H", "H", "O"],
  "xyz": [[1.07, 2.32, -1.16], [0.82, 0.98, -1.00], [1.58, 0.09, -0.32], [0.77, -0.98, 0.09], [-0.10, -0.68, 1.35], [-2.31, 1.62, -0.06], [-0.31, 1.66, 0.17], [2.02, 2.71, -0.86], [0.44, 3.01, -1.73], [0.02, 0.56, -1.66], [-0.04, -1.36, -0.56], [1.46, -1.80, 0.32], [-0.80, 0.21, 1.15], [-0.67, -1.61, 1.51], [0.46, -0.66, 2.31], [-0.72, -4.30, 0.24], [-3.26, 1.61, -0.22], [-0.43, -3.39, 0.41]]
}